C5H10N2O3 | ωB97M-V/def2-TZVPD

Last column: natural (NBO) charge in e.
Element x y z (Å)
C (1.23427, 0.04244, 0.50934)  0.70
H (1.76468, -2.22218, -2.13497)  0.21
H (2.35364, -2.24848, -0.40288)  0.22
N (0.23847, 0.13989, -1.75183)  -0.87
H (0.03522, -1.36412, -0.40511)  0.20
H (-1.50095, 0.13102, 0.04118)  0.24
O (-3.34949, 1.89929, 1.06728)  -0.73
N (0.13140, 0.39851, 1.28850)  -0.65
C (2.06154, -1.59154, -1.21067)  -0.62
H (-1.55577, -0.77743, 1.84721)  0.22
H (0.89244, 0.80614, -2.24374)  0.38
C (-2.09561, 1.52258, 1.62899)  0.80
C (-1.28858, 0.24844, 1.17421)  -0.34
H (0.40964, 0.92863, 2.06257)  0.41
C (0.86090, -0.80315, -0.76880)  -0.14
O (2.35076, 0.35415, 0.82520)  -0.59
H (-0.31196, -0.30827, -2.51675)  0.37
H (-3.59476, 1.61092, 0.04818)  0.50
H (2.99816, -0.96535, -1.50269)  0.23
O (-1.63401, 2.19851, 2.44479)  -0.53

Summary:
LUMO energy in eV: 0.3
Charge: 0
HOMO-LUMO gap in eV: 9.9
SMILES: C[C@H](N)C(=O)NCC(=O)O
Relative energy (zero: lowest compared OMol25 entry of this formula, charge and spin) in kJ/mol: 230.8

C5H10N2O3 | ωB97M-V/def2-TZVPD

Last column: natural (NBO) charge in e.
Element x y z (Å)
C (0.03929, -1.28980, -0.68215)  -0.44
H (2.55992, 2.45133, -1.45292)  0.50
H (-0.29919, -2.28757, -0.95473)  0.21
H (-2.85733, -0.66102, 0.99338)  0.38
H (-1.17816, 1.14755, -1.24247)  0.50
H (-2.41229, -1.94996, 0.06805)  0.37
C (0.77285, -1.15295, 0.65625)  -0.42
H (0.55932, -1.97819, 1.32961)  0.22
H (0.55855, -0.83956, -1.52545)  0.21
H (1.84693, -0.98897, 0.60571)  0.20
O (2.36739, 2.01679, -0.61009)  -0.69
O (0.30965, 1.92336, -1.48251)  -0.66
N (0.70262, 1.30533, 0.70049)  -0.63
C (-1.13173, -0.37964, -0.03924)  0.41
C (1.05183, 1.70293, -0.55179)  0.90
H (-0.44170, 0.18927, 2.01432)  0.21
H (1.48708, 1.38389, 1.33938)  0.40
O (-1.81422, 0.51631, -0.82740)  -0.74
N (-2.05892, -1.21214, 0.66718)  -0.85
C (-0.06187, 0.10304, 0.99440)  -0.08

Summary:
LUMO energy in eV: 0.6
Charge: 0
HOMO-LUMO gap in eV: 10.1
SMILES: N[C@]1(O)CC[C@H]1NC(=O)O
Relative energy (zero: lowest compared OMol25 entry of this formula, charge and spin) in kJ/mol: 106.3

C5H10N2O4 | ωB97M-V/def2-TZVPD

Last column: natural (NBO) charge in e.
Element x y z (Å)
O (1.47755, -0.66197, -0.76534)  -0.72
O (-1.81154, 1.89988, -0.54929)  -0.47
H (0.43188, 0.58473, 2.21725)  0.24
H (0.72154, -2.67372, 0.08272)  0.24
H (1.42162, -2.04073, 1.62377)  0.22
H (0.96752, 1.72139, 0.67669)  0.24
H (-2.69017, -0.05269, 0.17588)  0.38
H (1.76156, 0.14795, -1.20702)  0.47
O (-0.12049, 1.16115, -3.09342)  -0.35
C (-0.88663, -0.32374, -0.38209)  -0.15
H (-1.48501, -0.07493, 1.33955)  0.36
C (-0.99623, 1.16281, -0.96950)  0.63
C (0.91848, 0.64182, 1.20844)  -0.69
C (0.53483, -0.46830, 0.25420)  0.22
O (0.74570, 2.54670, -1.70506)  -0.34
H (-1.11875, -1.07572, -1.25087)  0.24
C (0.59393, -1.89376, 0.90533)  -0.64
N (-1.89124, -0.51998, 0.57619)  -0.80
H (-0.53172, -2.12542, 1.27898)  0.24
H (1.97785, 0.39284, 1.54890)  0.25
N (-0.02070, 1.65170, -1.96531)  0.43

Summary:
LUMO energy in eV: -0.8
Charge: 0
HOMO-LUMO gap in eV: 9.4
SMILES: CC(C)(O)[C@@H](N)C(=O)[N+](=O)[O-]
Relative energy (zero: lowest compared OMol25 entry of this formula, charge and spin) in kJ/mol: 518.9

C5H10N2OS | ωB97M-V/def2-TZVPD

Last column: natural (NBO) charge in e.
Element x y z (Å)
S (0.99881, 1.20620, -0.36102)  1.17
H (2.79460, -0.65170, 1.51888)  0.20
O (-1.49472, -0.97185, 0.24822)  -0.64
H (-3.91088, 0.02039, 0.42016)  0.23
C (1.40777, -0.28516, -1.36218)  -0.60
C (1.88408, -0.56850, 1.04944)  -0.25
C (1.88504, -1.24810, -0.32190)  -0.46
H (1.12605, -0.92935, 1.80812)  0.20
C (-3.20395, 0.76683, 0.43553)  -0.69
C (-1.78436, 0.18694, 0.03470)  0.67
H (-3.03311, 0.99757, 1.62796)  0.22
N (1.64563, 0.82494, 0.97279)  -0.76
H (2.99642, -1.50395, -0.47092)  0.22
H (1.29177, -2.25188, -0.37522)  0.25
H (2.23127, -0.00929, -2.08613)  0.23
H (0.63737, -0.59294, -2.05210)  0.25
H (-1.22008, 2.10119, -0.69800)  0.40
N (-0.96596, 1.15953, -0.38235)  -0.86
H (-3.28574, 1.74915, -0.00596)  0.21

Summary:
LUMO energy in eV: 0.6
Charge: 0
HOMO-LUMO gap in eV: 9.4
Relative energy (zero: lowest compared OMol25 entry of this formula, charge and spin) in kJ/mol: 127.4

C5H10N2S | ωB97M-V/def2-TZVPD

Last column: natural (NBO) charge in e.
Element x y z (Å)
C (0.49459, 0.11673, 2.21115)  -0.67
N (0.07574, -1.31637, -2.74679)  -0.73
H (-1.92820, 2.15796, 1.61577)  0.22
C (-0.65007, -0.18139, -0.06428)  -0.07
H (0.39421, 0.42620, 3.43062)  0.23
C (-0.55044, 0.43534, 1.10996)  -0.02
H (0.35200, -0.99216, 2.13901)  0.23
S (1.01272, 0.29356, -2.86606)  0.12
H (1.54527, 0.64257, 1.68152)  0.22
H (-0.03570, 2.55183, 1.64509)  0.21
H (2.05082, 0.02939, -1.66899)  0.14
C (-0.85300, 1.90350, 1.11401)  -0.63
H (1.09412, -1.98506, -3.26609)  0.39
C (-0.16824, -2.02727, -1.56143)  0.23
H (-0.31580, -3.06689, -1.53639)  0.20
N (-0.42853, -1.49338, -0.36640)  -0.47
H (-0.91891, 2.15493, 0.01472)  0.21
H (-1.17058, 0.35049, -0.88541)  0.18

Summary:
LUMO energy in eV: 0.0
Charge: 0
HOMO-LUMO gap in eV: 7.9
Relative energy (zero: lowest compared OMol25 entry of this formula, charge and spin) in kJ/mol: 615.5

C5H10N2S | ωB97M-V/def2-TZVPD

Last column: natural (NBO) charge in e.
Element x y z (Å)
S (-2.26605, -0.52426, -0.88404)  0.20
C (-1.04901, -0.01046, 1.53393)  0.30
N (0.13376, -0.42797, 1.35341)  -0.49
H (1.72721, -2.09101, -1.12659)  0.21
H (-2.91039, 0.64669, 0.99404)  0.40
C (0.78329, 1.88164, -0.39607)  -0.65
C (1.08216, 0.43735, -0.67762)  -0.27
C (1.11647, -2.01863, -0.20758)  -0.64
H (-1.57973, 0.31760, -1.66939)  0.11
H (1.69606, -2.44604, 0.61067)  0.22
H (-1.36930, 0.21287, 2.57012)  0.18
H (1.60374, 2.53755, -0.72346)  0.22
H (0.20184, -2.63332, -0.31269)  0.22
H (-0.14535, 2.19568, -0.91316)  0.20
N (-2.04094, 0.26819, 0.60847)  -0.79
H (1.62907, 0.20697, -1.57460)  0.20
C (0.75151, -0.59590, 0.09844)  0.16
H (0.63566, 2.04304, 0.71612)  0.22

Summary:
LUMO energy in eV: 0.7
Charge: 0
HOMO-LUMO gap in eV: 8.8
SMILES: C/C=C(C)\N=C/NS
Relative energy (zero: lowest compared OMol25 entry of this formula, charge and spin) in kJ/mol: 142.1

C5H10N2S | ωB97M-V/def2-TZVPD

Last column: natural (NBO) charge in e.
Element x y z (Å)
C (0.43790, 0.36205, 0.45642)  -0.08
H (0.52574, 0.85280, 1.39867)  0.21
H (1.74238, -2.89193, 0.05877)  0.21
H (0.88886, 2.21486, -0.56617)  0.23
H (-2.43790, 1.60557, 0.88635)  0.37
C (1.61029, -1.86426, -0.16240)  -0.38
H (0.48731, -1.52580, 1.55559)  0.21
N (-1.02239, 0.38363, 0.19248)  -0.25
C (0.87962, -1.07556, 0.63613)  -0.20
H (-1.92479, 1.93325, -0.59306)  0.36
H (-1.09442, -1.60832, -0.23107)  0.22
N (-1.60307, 1.67030, 0.33187)  -0.65
C (-1.72250, -0.74022, -0.08724)  -0.11
C (1.22224, 1.15713, -0.59380)  -0.62
S (-3.32004, -0.85961, -0.16207)  -0.16
H (2.27619, 1.13259, -0.40685)  0.22
H (1.05673, 0.78519, -1.57610)  0.21
H (1.99784, -1.53168, -1.13754)  0.20

Summary:
LUMO energy in eV: 0.9
Charge: 0
HOMO-LUMO gap in eV: 9.2
SMILES: C=C[C@@H](C)N(N)C=S
Relative energy (zero: lowest compared OMol25 entry of this formula, charge and spin) in kJ/mol: 193.6

C5H10N2Si | ωB97M-V/def2-TZVPD

Last column: natural (NBO) charge in e.
Element x y z (Å)
C (-1.52019, 0.67464, -0.06368)  -0.20
H (2.92768, -0.59182, 1.39538)  0.22
C (1.72026, 1.13970, 0.43038)  -0.89
C (-3.28053, -0.64658, -0.30112)  -0.06
H (1.64568, 1.84521, 1.19308)  0.24
N (-1.98099, -0.51686, -0.67847)  -0.49
H (0.69094, -1.23764, -1.72566)  -0.42
H (-4.46497, 0.34941, 1.18325)  0.21
H (-1.48609, -0.93579, -1.42874)  0.45
Si (0.11249, 1.37188, -0.53222)  1.39
H (1.57841, -1.08099, 0.15476)  0.26
H (-3.79700, -1.41684, -0.67462)  0.20
H (1.28124, -0.39192, 1.92765)  0.21
H (2.51606, 1.45500, -0.29112)  0.25
C (1.91777, -0.31543, 0.92334)  -0.64
C (-3.54168, 0.29290, 0.67143)  -0.09
H (0.08446, 2.40623, -1.48691)  -0.20
N (-2.48096, 1.07977, 0.74453)  -0.44

Summary:
LUMO energy (alpha / beta) in eV: -0.7 / -1.0
Charge: 0
HOMO-LUMO gap (alpha / beta) in eV: 7.9 / 6.6
Relative energy (zero: lowest compared OMol25 entry of this formula, charge and spin) in kJ/mol: 531.3

C5H10N3 | ωB97M-V/def2-TZVPD

Last column: natural (NBO) charge in e.
Element x y z (Å)
H (-3.26962, -1.15215, 0.64084)  0.25
N (1.62491, -0.25197, 0.26654)  -0.42
H (3.54225, -0.33372, 0.41217)  0.43
H (-0.82110, 3.00929, 0.63847)  0.21
C (1.52270, 0.82272, -0.46921)  0.29
H (-2.91815, -1.42226, -1.02635)  0.25
H (2.84063, -1.49936, -0.70447)  0.44
H (2.88853, -1.79136, 1.00564)  0.46
H (2.30626, 1.09761, -1.13446)  0.17
H (-0.55069, -0.70356, 0.16498)  0.23
C (-0.48070, 2.02936, 0.15765)  0.26
C (-1.48361, -0.13602, 0.02676)  -0.04
H (-2.64529, 1.66034, -0.00923)  0.24
N (2.80876, -0.97771, 0.21869)  -0.53
C (-1.64470, 1.17865, 0.05175)  -0.34
H (-1.93451, -2.15336, 0.09508)  0.21
C (-2.48276, -1.19958, -0.09748)  -0.68
N (0.69708, 1.82307, -0.23738)  -0.44

Summary:
LUMO energy in eV: -4.0
Charge: +1
HOMO-LUMO gap in eV: 9.3
SMILES: C/C=C/C=N\C=N\[NH3+]
Relative energy (zero: lowest compared OMol25 entry of this formula, charge and spin) in kJ/mol: 453.7

C5H10N3 | ωB97M-V/def2-TZVPD

Last column: natural (NBO) charge in e.
Element x y z (Å)
C (0.78144, -1.43125, 0.28356)  0.15
C (2.16014, 0.34776, -0.26088)  0.00
H (3.02877, 0.62726, -0.84384)  0.25
N (-0.01502, 1.13526, 0.56638)  -0.61
C (-1.81037, -0.76865, 0.65445)  -0.66
H (-1.53453, -0.52740, -1.95172)  0.41
N (-0.80997, 0.12302, -1.52941)  -0.84
H (0.52140, -2.42849, 0.69690)  0.23
C (-0.64032, -0.13349, -0.15774)  0.31
H (-0.42282, 2.06459, 0.04303)  0.48
H (1.66613, 2.31329, 0.37410)  0.24
C (1.38276, 1.33726, 0.09752)  -0.11
H (-1.50080, -0.74955, 1.72336)  0.23
H (-2.68039, -0.09948, 0.40499)  0.24
H (0.09440, -0.07741, -1.86765)  0.39
H (-1.91485, -1.78617, 0.19647)  0.25
N (1.92061, -0.98006, -0.03678)  -0.42
H (-0.22660, 1.03353, 1.60727)  0.46

Summary:
LUMO energy in eV: -4.2
Charge: +1
HOMO-LUMO gap in eV: 8.9
Relative energy (zero: lowest compared OMol25 entry of this formula, charge and spin) in kJ/mol: 449.4

C5H10N3 | ωB97M-V/def2-TZVPD

Last column: natural (NBO) charge in e.
Element x y z (Å)
C (-0.19048, -0.98649, -0.31480)  0.16
H (-3.44489, 1.85386, -0.06283)  0.46
H (0.52074, 0.67063, -2.01368)  0.26
H (0.31293, -1.93107, -0.43500)  0.25
N (0.47129, 0.18498, 0.06659)  -0.20
C (1.36069, -0.10650, 1.22021)  -0.42
N (-3.28424, 0.80123, 0.12976)  -0.72
H (1.74037, -0.59876, -1.49916)  0.21
H (-2.01984, -1.80108, -0.49232)  0.25
C (1.29260, 0.35016, -1.18940)  -0.41
H (-4.08857, 0.27285, -0.20125)  0.42
H (0.78589, 0.07699, 2.12304)  0.26
N (-0.21107, 1.29596, 0.27378)  -0.33
H (2.11127, 1.00495, -1.09136)  0.24
C (-2.08970, 0.30951, -0.04810)  0.47
H (1.82689, -1.05971, 1.38666)  0.24
H (2.16124, 0.54534, 1.22466)  0.23
C (-1.55253, -0.93701, -0.28770)  -0.38

Summary:
LUMO energy in eV: -5.1
Charge: +1
HOMO-LUMO gap in eV: 7.5
Relative energy (zero: lowest compared OMol25 entry of this formula, charge and spin) in kJ/mol: 770.3

C5H10N3 | ωB97M-V/def2-TZVPD

Last column: natural (NBO) charge in e.
Element x y z (Å)
H (-0.49027, 2.26804, 0.45025)  0.41
H (2.53775, -0.12414, -0.63232)  0.26
H (-3.21974, -0.45728, 0.36342)  0.45
H (2.17146, 0.22904, 1.08740)  0.26
C (1.77715, 0.07317, 0.13485)  -0.49
N (-0.09864, -1.57963, -0.04722)  -0.52
C (-0.94506, -0.86871, -0.86540)  0.15
H (-1.68869, -0.67426, 1.18373)  0.40
H (1.79663, -2.05035, 0.67549)  0.24
H (-0.61906, -2.44717, 0.08594)  0.46
H (-1.79444, 0.97446, -1.23851)  0.23
H (0.88218, 1.13245, -1.41200)  0.20
N (-2.20153, -0.32917, 0.42799)  -0.65
N (-0.37916, 1.25374, 0.26107)  -0.67
C (1.12197, -1.27938, 0.26390)  0.26
C (0.98603, 1.22456, -0.33433)  -0.23
C (-1.30731, 0.45507, -0.47287)  0.00
H (1.47073, 2.19956, 0.06861)  0.24

Summary:
LUMO energy in eV: -4.5
Charge: +1
HOMO-LUMO gap in eV: 8.5
Relative energy (zero: lowest compared OMol25 entry of this formula, charge and spin) in kJ/mol: 522.6

C5H10N3 | ωB97M-V/def2-TZVPD

Last column: natural (NBO) charge in e.
Element x y z (Å)
H (1.55682, 1.26838, -1.38503)  0.23
H (3.32830, 1.10932, -1.39944)  0.26
H (-1.74316, 1.91406, -0.61098)  0.29
N (1.75516, -0.32447, 0.69871)  0.15
C (1.23654, -0.83091, 1.86253)  -0.05
C (-1.90970, -0.37645, -0.88732)  0.01
H (0.91026, -1.90309, 1.80546)  0.24
H (-1.65327, -1.86362, -2.28168)  0.25
H (1.55832, -0.50562, 2.85540)  0.26
C (-2.14039, -1.77431, -1.32150)  -0.70
C (-1.70345, 0.78784, -0.80554)  -0.32
H (2.40838, -0.15383, -2.02024)  0.26
H (-1.76740, -2.58004, -0.64460)  0.24
C (2.44577, 0.62263, -1.25348)  -0.48
H (-0.20914, 0.01394, 0.36116)  0.44
N (2.61562, -0.23956, -0.13311)  0.04
N (0.53947, 0.17226, 1.05515)  -0.40
H (-3.27290, -1.70466, -1.33313)  0.28

Summary:
LUMO energy in eV: -4.8
Charge: +1
HOMO-LUMO gap in eV: 9.4
Relative energy (zero: lowest compared OMol25 entry of this formula, charge and spin) in kJ/mol: 746.4